# 1
The following is a quantum chemistry calculation of C23H68NO12V as an isolated structure at a distorted geometry, from the OMol25 dataset.

The energy comes out at -76689.357 eV. Its net charge is +1. The calculation puts the max |F| at 3.40 eV/A. As for the LUMO energy (alpha / beta): -3.702 / -3.915 eV. The HOMO-LUMO gap (alpha / beta) is 6.4576 / 6.2437 eV. As for the spin multiplicity: 4. The HOMO energy (alpha / beta) comes out at -10.159 / -10.159 eV.

Geometry (Å):
V 4.412 -0.274 -0.457
C 0.126 -0.115 0.797
C 0.993 0.265 -0.430
O 2.370 0.124 -0.218
H -0.926 0.110 0.615
H 0.336 0.419 1.724
H 0.169 -1.176 1.043
H 0.767 1.292 -0.715
H 0.657 -0.378 -1.245
C -4.613 -3.100 -3.959
C -3.478 -2.115 -3.840
C -3.809 -0.995 -2.847
C -3.723 -1.532 -1.427
C -2.280 -1.927 -1.112
C -1.797 -3.104 -2.022
N -2.201 -2.790 -3.448
O -1.843 -3.833 -4.331
C -0.249 -3.238 -1.858
C -2.494 -4.316 -1.472
C -3.264 -1.567 -5.279
H -4.507 -3.724 -3.072
H -4.504 -3.755 -4.823
H -5.610 -2.664 -4.029
H -3.147 -0.164 -3.090
H -4.786 -0.568 -3.069
H -4.460 -2.298 -1.187
H -4.014 -0.762 -0.713
H -2.251 -2.203 -0.057
H -1.722 -1.026 -1.365
H 0.080 -4.138 -2.379
H 0.278 -2.355 -2.220
H -0.014 -3.234 -0.794
H -2.611 -5.100 -2.219
H -1.894 -4.769 -0.683
H -3.513 -4.207 -1.102
H -2.420 -0.898 -5.448
H -4.151 -0.972 -5.499
H -3.259 -2.359 -6.028
H -2.372 -4.542 -3.960
C 1.621 2.026 4.955
C 2.820 2.653 5.630
O 3.205 3.816 4.961
H 0.834 2.764 4.801
H 1.231 1.170 5.507
H 1.819 1.691 3.936
H 3.536 1.831 5.632
H 2.472 2.848 6.645
H 3.689 3.563 4.171
C -1.514 3.122 3.530
C -1.736 2.867 2.061
O -2.201 4.023 1.451
H -0.792 3.904 3.770
H -1.156 2.221 4.030
H -2.390 3.451 4.089
H -2.378 2.002 1.894
H -0.796 2.640 1.557
H -2.053 3.955 0.505
C 2.160 3.783 1.647
O 3.548 3.630 1.774
H 1.815 4.265 0.732
H 1.704 2.793 1.618
H 1.733 4.314 2.497
H 3.891 4.527 1.804
C 5.982 2.647 -0.148
O 4.778 1.876 0.055
H 5.791 3.330 -0.976
H 6.299 3.159 0.760
H 6.781 1.944 -0.383
H 4.206 2.476 0.537
C -2.802 2.651 -1.792
O -2.505 3.981 -1.428
H -3.273 2.644 -2.775
H -1.861 2.104 -1.834
H -3.485 2.268 -1.034
H -2.138 4.421 -2.198
C -0.428 -3.349 2.860
O 0.461 -2.392 3.332
H -1.031 -2.936 2.051
H 0.179 -4.167 2.471
H -0.992 -3.665 3.737
H -0.055 -1.609 3.538
C 3.139 -2.335 -2.909
O 4.218 -1.949 -2.123
H 2.892 -3.394 -2.838
H 2.221 -1.820 -2.627
H 3.268 -2.095 -3.964
H 4.935 -2.438 -2.533
C 2.946 -2.886 0.577
O 4.187 -2.257 0.498
H 3.099 -3.956 0.715
H 2.386 -2.560 1.453
H 2.365 -2.609 -0.303
H 4.809 -2.882 0.877
C -2.749 -0.830 3.343
O -1.574 -0.733 4.105
H -2.554 -1.264 2.362
H -3.444 -1.539 3.792
H -3.131 0.190 3.306
H -1.810 -0.477 5.000
C 1.898 4.085 -1.946
O 3.112 4.687 -2.449
H 2.132 3.422 -1.114
H 1.241 4.890 -1.617
H 1.382 3.445 -2.661
H 3.788 4.052 -2.697

***

# 2
The following is a quantum chemistry calculation of a 10-piece molecular cluster, C23H68NO19 overall at a distorted geometry, from the OMol25 dataset.

The energy comes out at -65320.692 eV. Its net charge is +1. The calculation puts the max |F| at 11.66 eV/A. As for the LUMO energy: -2.079 eV. The HOMO-LUMO gap is 9.7260 eV. As for the energy above the lowest of the compared OMol25 structures with the same formula, charge and spin: 2.120 eV. The HOMO energy comes out at -11.805 eV.

Geometry (Å):
C 0.809 1.777 -0.849
N 0.423 0.486 -0.219
C -0.062 0.892 1.155
C -0.682 -0.146 -0.981
C 1.607 -0.362 -0.136
C 2.290 -0.754 -1.425
O 3.325 -1.619 -0.989
H 1.187 1.756 -1.750
H 1.613 2.271 -0.238
H -0.125 2.385 -1.028
H 0.546 1.445 1.870
H -0.486 -0.125 1.738
H -1.048 1.442 1.123
H -0.353 -0.231 -2.109
H -1.557 0.601 -1.271
H -0.702 -1.042 -0.750
H 1.290 -1.211 0.415
H 2.242 0.167 0.522
H 2.627 0.117 -2.080
H 1.575 -1.394 -2.202
H 3.397 -2.396 -1.398
C 3.972 -1.393 2.539
C 2.789 -2.125 3.224
O 1.431 -1.701 2.914
O 5.075 -1.936 3.081
H 3.792 -0.273 2.713
H 4.017 -1.281 1.445
H 2.967 -1.781 4.347
H 2.845 -3.211 2.982
H 1.294 -0.808 3.423
H 4.992 -1.671 4.083
C -5.071 1.818 3.918
C -4.637 1.458 2.498
O -3.239 0.874 2.719
O -6.557 1.983 3.678
H -4.500 2.601 4.283
H -5.240 1.099 4.753
H -4.557 2.398 2.051
H -5.114 0.770 1.977
H -3.470 0.060 3.202
H -6.924 1.337 2.981
C 4.607 3.431 0.154
C 4.873 3.618 -1.258
O 5.048 4.959 -1.529
O 4.282 2.079 0.581
H 3.836 4.262 0.494
H 5.444 3.646 0.922
H 4.215 3.053 -1.883
H 5.890 3.083 -1.574
H 4.256 5.540 -1.620
H 5.035 1.553 0.342
C 2.541 1.563 4.872
C 2.889 2.873 4.184
O 3.987 3.616 4.572
O 1.442 0.921 4.275
H 2.042 1.703 5.908
H 3.568 0.951 4.821
H 2.218 3.586 4.619
H 2.976 2.866 3.135
H 3.738 4.582 4.050
H 1.018 0.486 4.912
C 2.712 -5.261 -0.221
C 2.744 -5.225 -1.786
O 3.559 -4.054 -2.089
O 2.232 -6.452 0.147
H 2.035 -4.521 0.020
H 3.625 -4.993 0.336
H 1.808 -5.192 -2.199
H 3.338 -6.109 -2.216
H 4.454 -4.527 -2.468
H 1.432 -6.674 0.287
C -4.810 0.149 -1.231
C -5.494 -1.246 -0.941
O -4.542 -2.190 -0.331
O -5.573 0.974 -1.976
H -3.961 -0.043 -1.952
H -4.404 0.362 -0.418
H -6.121 -1.446 -1.737
H -6.297 -0.807 -0.199
H -3.893 -2.588 -0.969
H -5.318 1.816 -1.831
C -0.357 0.498 -5.524
C -0.837 -0.885 -5.141
O 0.090 -1.642 -4.448
O -1.428 1.210 -6.043
H 0.422 0.389 -6.254
H 0.238 0.966 -4.570
H -1.106 -1.562 -6.082
H -1.703 -0.909 -4.411
H 0.575 -2.026 -5.221
H -2.231 1.068 -5.677
C -1.594 -3.996 -1.632
C -2.029 -4.313 -0.169
O -0.817 -4.613 0.569
O -2.817 -3.421 -2.125
H -1.263 -4.790 -2.457
H -0.806 -3.220 -1.759
H -2.621 -5.132 -0.231
H -2.403 -3.445 0.309
H -0.997 -4.482 1.383
H -2.789 -3.470 -3.052
C -2.832 3.440 -0.603
C -2.753 4.791 -0.985
O -2.789 5.629 0.210
O -2.347 2.673 -1.672
H -3.818 3.133 -0.157
H -2.027 3.175 0.194
H -3.632 4.931 -1.556
H -1.858 4.907 -1.528
H -3.609 5.702 0.569
H -3.072 2.769 -2.345